C31H84MnN7O8 | ωB97M-V with the def2-TZVPD basis set

Summary:
**Lowest unoccupied orbital energy (spin up / spin down)**: -0.2459 / -0.3825 Eh
**Frontier orbital gap (spin up / spin down)**: 5.20 / 1.48 eV

```
! wB97M-V def2-TZVPD RIJCOSX def2/J DEFGRID3
* xyz 2 7
Mn 8.44 8.43 7.96
C 9.14 6.83 4.13
C 10.03 7.40 5.25
C 11.45 7.83 4.82
O 9.49 8.43 6.01
H 9.62 5.92 3.77
H 9.00 7.50 3.28
H 8.10 6.66 4.41
H 10.09 6.58 5.96
H 11.98 7.12 4.19
H 12.13 7.82 5.67
H 11.53 8.77 4.28
C 5.29 5.77 6.71
C 6.27 6.50 7.56
C 7.56 5.64 7.66
O 8.59 6.38 8.39
C 9.70 5.53 8.75
N 6.58 7.80 7.05
H 5.66 5.52 5.71
H 4.33 6.25 6.48
H 5.05 4.80 7.13
H 5.85 6.59 8.56
H 7.93 5.54 6.64
H 7.34 4.66 8.08
H 9.51 5.01 9.70
H 10.55 6.18 8.93
H 9.88 4.85 7.92
H 5.71 8.31 7.08
H 6.66 7.76 6.04
C 7.46 5.30 1.19
C 7.86 4.12 0.35
C 9.08 3.36 0.91
O 9.42 2.17 0.15
C 10.45 1.31 0.72
N 6.76 3.19 0.40
H 6.75 5.83 0.56
H 8.28 6.01 1.30
H 7.04 5.17 2.19
H 8.05 4.43 -0.67
H 8.91 3.10 1.96
H 9.94 4.01 0.75
H 10.66 0.71 -0.17
H 10.12 0.68 1.55
H 11.32 1.91 0.97
H 6.72 2.84 1.35
H 7.10 2.43 -0.18
C 11.72 4.18 -2.06
C 12.69 5.21 -1.79
C 12.68 5.60 -0.24
O 11.37 6.06 0.04
C 11.34 6.51 1.38
N 14.01 4.78 -2.17
H 12.02 3.26 -1.56
H 11.66 3.81 -3.09
H 10.72 4.46 -1.75
H 12.47 6.15 -2.31
H 13.49 6.30 -0.03
H 12.83 4.71 0.38
H 10.41 7.05 1.58
H 12.15 7.21 1.58
H 11.49 5.72 2.11
H 13.83 4.24 -3.00
H 14.31 4.09 -1.49
C 17.97 8.52 8.11
C 16.98 7.82 7.15
C 17.21 8.24 5.67
O 16.29 7.59 4.82
C 15.05 8.26 4.69
N 17.14 6.38 7.43
H 17.98 8.07 9.10
H 17.65 9.54 8.35
H 18.98 8.53 7.69
H 15.94 8.09 7.35
H 18.17 7.81 5.38
H 17.21 9.33 5.64
H 14.30 7.62 4.23
H 14.97 9.12 4.03
H 14.55 8.52 5.63
H 18.10 6.24 7.14
H 16.63 5.85 6.74
C 9.36 11.40 2.86
C 8.14 10.54 2.37
C 8.41 9.55 1.16
O 7.27 8.71 0.99
C 6.14 9.49 0.51
N 7.60 9.86 3.50
H 9.04 12.21 3.52
H 9.80 11.85 1.97
H 9.97 10.82 3.54
H 7.45 11.31 2.01
H 9.27 8.93 1.43
H 8.59 9.96 0.17
H 5.49 8.70 0.13
H 6.20 10.04 -0.42
H 5.62 10.01 1.31
H 8.30 9.39 4.06
H 7.07 9.06 3.18
C 13.29 2.37 3.29
C 12.36 2.43 4.51
C 12.26 3.83 5.23
O 13.50 4.01 6.03
C 13.46 5.22 6.68
N 11.10 1.85 4.13
H 13.29 1.38 2.84
H 14.34 2.45 3.60
H 13.03 3.06 2.49
H 12.76 1.72 5.23
H 11.39 3.86 5.88
H 12.13 4.63 4.50
H 13.40 6.02 5.95
H 14.40 5.32 7.22
H 12.60 5.38 7.34
H 10.62 1.49 4.94
H 11.17 0.99 3.62
C 12.73 11.56 4.92
C 12.53 11.12 6.39
C 13.16 12.14 7.34
O 14.52 11.93 7.56
C 14.77 10.76 8.34
N 11.12 10.91 6.72
H 12.33 10.77 4.28
H 13.78 11.83 4.77
H 12.07 12.38 4.65
H 13.01 10.17 6.60
H 12.73 12.23 8.34
H 13.08 13.17 6.98
H 14.26 10.63 9.29
H 15.83 10.74 8.58
H 14.62 9.89 7.71
H 10.91 10.43 7.58
H 10.83 10.20 6.06
*
```

C31H86O12 | ωB97M-V with the def2-TZVPD basis set

Summary:
**Lowest unoccupied orbital energy**: 0.0111 Eh
**Frontier orbital gap**: 9.05 eV
**ΔE to the lowest compared entry with this formula, charge and spin**: 68.6 kJ/mol

```
! wB97M-V def2-TZVPD RIJCOSX def2/J DEFGRID3
* xyz 0 1
C -4.02 0.12 -1.07
C -4.87 -0.64 -0.06
C -6.16 -1.16 -0.72
O -4.15 -1.70 0.51
H -3.51 -0.58 -1.76
H -3.17 0.54 -0.52
H -4.51 0.86 -1.69
H -5.12 0.04 0.75
H -6.60 -0.40 -1.37
H -6.86 -1.39 0.09
H -6.03 -2.12 -1.22
H -4.10 -2.48 -0.06
C 2.43 -4.75 -2.35
C 1.79 -3.41 -2.67
C 2.51 -2.27 -1.98
O 1.77 -3.17 -4.07
H 3.50 -4.69 -2.12
H 2.41 -5.45 -3.19
H 1.98 -5.34 -1.54
H 0.75 -3.48 -2.31
H 3.48 -2.11 -2.47
H 2.67 -2.48 -0.93
H 1.94 -1.34 -2.00
H 1.19 -3.80 -4.51
C -4.04 3.71 2.99
C -4.02 2.20 2.90
C -2.78 1.77 2.13
O -3.99 1.64 4.23
H -3.08 4.12 3.34
H -4.85 4.12 3.60
H -4.20 4.11 1.98
H -4.94 1.89 2.40
H -2.74 2.19 1.12
H -2.79 0.69 1.96
H -1.85 1.98 2.66
H -4.06 2.38 4.83
C 2.38 3.13 1.70
C 2.80 1.94 2.54
C 2.11 1.87 3.89
O 2.60 0.71 1.83
H 1.30 3.18 1.54
H 2.88 3.12 0.73
H 2.65 4.05 2.22
H 3.88 2.03 2.75
H 2.35 0.91 4.34
H 1.02 1.87 3.74
H 2.44 2.64 4.58
H 3.08 0.81 0.98
C -1.26 -0.54 5.19
C -0.79 -1.93 4.77
C -1.32 -3.01 5.70
O -1.35 -2.17 3.48
H -0.91 0.20 4.47
H -0.91 -0.26 6.19
H -2.35 -0.50 5.13
H 0.30 -2.00 4.72
H -0.96 -2.89 6.72
H -0.96 -3.98 5.36
H -2.41 -3.04 5.66
H -0.78 -1.67 2.84
C -0.38 5.50 -1.18
C -0.98 4.12 -1.41
C -2.50 4.12 -1.21
O -0.70 3.67 -2.75
H -1.02 6.30 -1.51
H 0.59 5.57 -1.68
H -0.18 5.57 -0.11
H -0.52 3.39 -0.73
H -2.99 5.01 -1.60
H -2.73 4.04 -0.14
H -3.02 3.29 -1.69
H -1.17 2.84 -2.91
C 2.61 3.23 -2.75
C 2.48 2.05 -3.71
C 3.20 2.33 -5.02
O 2.97 0.89 -3.05
H 2.19 2.96 -1.77
H 2.04 4.05 -3.19
H 3.66 3.47 -2.55
H 1.41 1.90 -3.91
H 2.86 1.64 -5.80
H 4.29 2.32 -4.94
H 2.94 3.33 -5.39
H 2.75 0.11 -3.59
C 6.28 0.19 -1.30
C 5.39 1.14 -0.50
O 4.03 0.70 -0.48
H 6.49 -0.73 -0.78
H 7.21 0.71 -1.55
H 5.80 -0.03 -2.26
H 5.36 2.12 -0.99
H 5.78 1.29 0.50
H 3.63 0.78 -1.36
C -0.02 0.55 -0.26
C -0.31 -0.81 0.36
O 0.20 -0.84 1.69
H -0.43 1.33 0.40
H -0.49 0.75 -1.23
H 1.02 0.88 -0.39
H 0.21 -1.57 -0.22
H -1.39 -0.95 0.44
H 1.15 -0.64 1.68
C -1.96 -4.43 -0.07
C -3.28 -5.14 -0.27
O -4.20 -4.21 -0.87
H -1.96 -3.71 0.75
H -1.65 -3.87 -0.96
H -1.10 -5.10 0.07
H -3.65 -5.50 0.69
H -3.15 -6.02 -0.91
H -4.75 -4.69 -1.49
C 3.94 -3.96 2.26
C 3.23 -2.66 2.01
O 3.24 -1.86 3.18
H 3.91 -4.58 1.36
H 3.46 -4.48 3.09
H 5.00 -3.86 2.52
H 2.21 -2.84 1.63
H 3.70 -2.11 1.18
H 3.06 -0.95 2.93
C -0.83 -0.76 -3.65
C -1.90 0.06 -4.36
O -1.86 1.38 -3.82
H 0.14 -0.27 -3.75
H -0.76 -1.76 -4.09
H -1.13 -0.90 -2.61
H -2.89 -0.38 -4.21
H -1.68 0.08 -5.43
H -2.58 1.88 -4.23
*
```